# 1
Here is a molecular structure, C21H31N3O5OsS2 in a non-equilibrium geometry from the OMol25 dataset. Energies are from wB97M-V/def2-TZVPD.

CARTESIAN COORDINATES (ANGSTROEM)
H: 5.51383 -3.28083 1.62957
C: -2.71527 -1.31909 -0.83681
H: -1.96138 -4.24957 -2.54294
H: 0.43922 2.19469 2.80752
H: -2.29566 -2.23296 1.14128
H: 2.29570 -5.55316 1.42264
H: -3.77152 -1.46098 -1.05892
C: 5.62206 -2.19136 1.63238
N: 2.89978 -2.88744 1.71727
C: 5.66000 -1.63098 3.04606
H: 4.79122 -0.93806 0.10522
C: 3.28863 -2.01921 0.79444
C: -2.49343 -3.79918 -0.43699
H: -2.36434 -4.55817 0.33340
O: -0.71617 -2.30462 -0.22703
C: 1.89571 -0.13129 2.94336
H: 0.81452 -1.39042 4.33830
C: 1.66050 -0.72521 4.22181
H: 4.61130 1.73668 3.83074
N: 1.09940 -0.36379 1.93388
C: -0.84747 -2.60558 -1.65899
C: -1.49354 -3.97863 -1.59826
H: 0.85167 -2.84441 1.44673
H: 3.22838 1.21553 1.88174
C: 2.47114 -0.41940 5.29553
H: -0.74362 -4.72993 -1.35334
H: -0.21400 3.56730 1.88733
O: -0.11617 0.08811 -1.71935
N: 4.56506 -1.63890 0.79149
C: -1.83814 -1.52192 -2.12103
C: 1.59828 -3.53202 1.82130
H: -2.44049 -1.86048 -2.96085
C: -0.27556 2.78344 -0.77470
H: 4.14801 0.71134 6.04756
H: 6.53526 -2.01969 3.56732
H: 6.56196 -1.97637 1.12542
H: 0.56467 -5.30693 1.17839
S: 0.71471 1.92601 0.46559
C: -2.55542 0.08004 -0.19830
H: 1.71975 -4.67144 -0.00093
C: -1.04104 -0.28303 -2.55018
C: -2.14772 -2.40201 0.07991
H: 1.40558 -3.67437 2.88543
H: 2.25035 -0.87862 6.25273
Os: 0.27909 -0.36844 0.27455
H: 0.13223 -2.55564 -2.12394
C: 3.02063 0.75062 2.83657
O: -1.68072 0.11288 0.77422
C: 1.54672 -4.84683 1.06152
H: 5.71530 -0.54569 3.02863
H: -1.33712 2.66618 -0.55585
H: -1.14395 2.03241 1.97596
O: -1.23352 0.24360 -3.62646
H: 0.02347 3.82965 -0.74821
O: -3.23794 1.01515 -0.54840
S: 2.32266 -1.43345 -0.52920
C: -0.15468 2.48214 1.94459
C: 3.78685 1.04031 3.94489
H: -0.05213 2.34559 -1.74278
H: 4.77644 -1.88080 3.63622
H: -3.53093 -3.82871 -0.76852
H: 3.56806 -3.12121 2.43468
C: 3.53993 0.46690 5.18844

Values from the calculation:
DFT total energy in eV: -61126.1774
F_max in eV/A: 1.11
Energy relative to the best compared isomer or geometry (same formula, charge and spin) in eV: 0.385
LUMO energy (alpha / beta) in eV: -0.016 / 0.088
Kohn-Sham gap (alpha / beta) in eV: 6.3659 / 6.4112

=====

# 2
Here is a molecular structure, C52H49BF4IN7OP2Ru from the OMol25 dataset. Energies are from wB97M-V/def2-TZVPD.

CARTESIAN COORDINATES (ANGSTROEM)
H: 2.27508 -5.26462 -1.01885
H: -0.77873 -0.19480 -7.42589
H: 1.43807 3.14455 -2.12200
H: -0.05506 -7.38727 0.77349
H: -0.56581 0.25793 4.16926
H: -0.60166 -3.24360 -3.59190
P: -1.29807 1.24859 -1.62484
C: -1.40692 0.44180 -4.34098
H: -0.64771 5.02649 1.09932
C: 3.39856 -3.85193 0.94661
C: 2.12773 -4.11156 1.50054
H: 2.01118 -2.19366 -2.68847
B: -2.86446 -1.18963 2.57959
C: 3.28479 -0.20799 -4.64560
C: 1.90700 -5.36731 2.09845
H: -4.99454 1.86762 -2.47525
C: 2.04452 5.63918 3.01970
C: 3.43012 0.08566 1.90422
C: 1.55534 3.21846 2.98616
N: 1.71852 -6.40259 2.58204
C: 2.10154 -1.83406 4.21643
H: -3.23407 2.34785 -0.76892
H: 4.10213 2.72871 5.88100
C: 2.86048 0.84886 -3.80842
C: 2.05574 0.63948 -2.70183
C: 5.77556 -0.39186 2.18882
H: -1.73652 3.37043 -3.92233
H: -2.46594 -0.65690 -7.22653
C: 0.21650 4.82396 1.71812
C: 0.50254 -7.12796 -0.12663
C: -0.28803 -1.34921 5.54327
C: 0.09288 -0.54138 4.48468
H: 0.23262 -3.03299 6.77108
C: -1.09941 -1.81771 -5.08896
H: 2.64560 6.45100 3.41126
H: -3.23413 0.05333 0.18080
C: 1.26295 -4.87860 -0.96875
C: -0.83823 -2.21100 -3.80533
C: 3.68100 0.32059 0.55431
C: 0.53018 -2.39283 5.95009
C: -3.93233 1.81049 -2.72342
H: -1.86759 -5.79500 -0.13250
H: -3.39994 -4.06411 -0.37234
H: 0.68070 4.40473 -1.14860
C: -1.15776 0.08904 -3.02761
H: -3.59835 -0.61909 -1.40839
H: 2.35601 -3.46277 5.57693
F: -2.97573 0.00048 3.29987
H: 0.87203 6.87907 1.74158
I: -1.14259 2.19191 1.87759
H: 1.56101 -7.28168 0.07936
H: 5.11498 0.36279 -1.03845
H: -1.95193 0.99331 -6.84403
C: -1.04650 -5.17419 -0.47665
H: -3.80882 1.02264 -3.46541
F: -2.57262 -2.27451 3.39449
C: -0.76127 3.48665 -3.45156
C: 1.93351 1.90056 3.38897
C: 3.42267 2.88447 5.05276
H: -4.78813 0.38182 -0.57006
P: 1.66731 0.31004 2.39368
C: 1.10650 -3.11930 1.51456
C: 1.29112 -0.77626 3.81386
N: 4.45306 -3.66083 0.51157
H: -1.48030 3.56205 -1.43532
N: 3.64012 -1.06051 -5.33795
C: -0.72991 3.00198 -2.00296
H: -3.05105 -3.00617 -1.74792
C: 0.64393 3.34397 -1.40448
C: 1.05824 5.87923 2.11086
C: -0.83204 -1.27782 -2.72238
C: -1.37996 -0.47962 -5.38803
N: -0.09626 -3.44787 2.01286
C: 4.50398 -0.25966 2.72227
C: 6.00590 -0.17364 0.83967
H: -1.24057 -1.17635 6.02625
H: -1.63265 1.46875 -4.58023
N: 1.38339 0.55871 -1.75887
H: -0.80159 -2.73490 2.11839
H: -0.51451 4.55073 -3.46730
C: -1.66171 -0.05535 -6.79895
C: 0.44977 3.55074 2.15725
H: 2.85829 0.60367 -0.08569
C: 1.72334 -2.63381 5.28532
H: 6.59359 -0.68817 2.83336
H: 4.37332 -0.44277 3.77831
H: 3.11673 -3.25201 -1.80716
H: 3.00906 -2.05948 3.67586
C: 0.23606 -5.70348 -0.53282
C: -1.31157 -3.85630 -0.81794
O: 1.31775 -1.94607 1.07503
C: 2.28969 4.33115 3.50164
C: 1.04702 -3.55206 -1.31696
H: 0.86401 2.77561 -0.50200
F: -1.73259 -1.02660 1.65544
H: -0.00842 2.96910 -4.04814
C: 3.22016 2.18532 -4.10655
F: -4.00084 -1.42097 1.81361
H: 3.00432 0.79614 4.84936
Ru: 0.08227 -0.06983 0.16358
H: -1.07445 -2.54888 -5.88847
C: 2.19683 -2.67681 -1.72657
H: -3.64606 2.76341 -3.17118
C: 4.95301 0.19424 0.01901
C: -0.25046 -3.03836 -1.22452
C: -3.14551 1.49742 -1.45249
C: 2.78610 1.78073 4.46237
H: -2.76770 -2.44042 -0.10274
H: 0.20527 -7.82005 -0.91863
C: -2.71087 -3.31260 -0.75408
N: -0.50512 -1.65808 -1.47623
H: 3.76937 4.98546 4.92266
H: 2.35067 -1.89533 -0.97769
N: 3.47908 3.28736 -4.33723
H: 6.99895 -0.30236 0.42944
C: 3.23329 4.12889 4.53177
C: -3.72246 0.25705 -0.76991
H: -0.25685 -4.35192 2.42125

Values from the calculation:
DFT total energy in eV: -108011.9040
F_max in eV/A: 0.97
Energy relative to the best compared isomer or geometry (same formula, charge and spin) in eV: 0.000
Total charge: -1
LUMO energy (alpha / beta) in eV: 1.569 / -0.148
Multiplicity: 6
Kohn-Sham gap (alpha / beta) in eV: 6.4840 / 4.7558

=====

# 3
Here is 5 unconnected molecules or ions with the total composition C32H35N5O9Si from the OMol25 dataset. Energies are from wB97M-V/def2-TZVPD.

CARTESIAN COORDINATES (ANGSTROEM)
C: 1.99494 -6.05520 -4.42398
H: 7.39270 5.70524 2.74083
H: -3.10685 -0.53704 -2.85102
H: 6.67208 4.66429 0.61896
H: -1.39041 3.69954 1.31059
C: -4.38762 3.37215 -1.98598
C: 2.11773 -5.07489 -0.67079
H: 2.72792 -7.32244 1.79931
C: -2.96362 -1.79015 -1.13184
H: 0.15026 -7.15055 -4.44396
N: 3.25215 -7.24968 -0.81498
C: 6.34074 5.62925 2.50369
H: -2.33133 0.26459 -1.51869
H: 2.57843 5.36440 1.66474
Si: -4.76002 0.42321 -1.34455
H: 1.53004 -5.59441 3.11353
H: -0.41177 0.27424 -0.43343
C: 2.59198 -4.80278 -4.35064
H: 1.08268 -3.22060 -0.42347
C: -2.89263 -3.05490 0.94294
N: 3.05829 6.54273 4.00594
H: -2.55366 8.39116 2.34601
C: -0.18037 -5.04496 -4.26743
O: 0.17082 -1.53957 -3.90656
H: 0.16430 5.09757 2.63751
H: -3.25038 -2.01325 2.80397
C: -1.08942 6.83062 2.57468
H: 3.66972 -4.71658 -4.35875
C: 4.58279 4.94362 1.00665
C: -1.63968 4.72761 1.53633
C: -3.14776 -3.02872 2.44973
C: -4.55199 2.20582 -1.73738
C: 3.63233 5.43036 1.88890
O: -5.15143 6.40716 0.28085
H: 0.50383 -1.05833 0.22352
H: -2.32337 -3.47322 3.00045
N: -0.39000 -2.61543 -3.97850
H: -2.02429 -3.67809 0.70296
H: -0.50856 -1.30202 -1.20975
H: 5.69798 6.58224 4.32350
H: 2.25996 -2.68507 -4.16318
C: 2.36705 -6.42075 1.32821
H: -5.13425 0.29240 0.07522
C: -2.84015 5.25373 1.08629
H: -2.17755 -2.34008 -1.64664
O: -1.58761 -2.77249 -3.83809
H: 4.26699 4.48864 0.07820
N: -2.73630 -1.72440 0.31119
H: 0.70252 -3.54997 1.99768
C: 1.44441 -4.11476 0.06669
C: 4.06228 6.01197 3.06689
C: 1.23229 -4.30129 1.42661
C: -0.76680 5.51225 2.27938
C: -3.13897 6.56764 1.39148
H: -3.73757 -3.52419 0.44872
O: -1.37119 -0.81973 1.89676
H: -3.87171 -2.36533 -1.30549
C: 2.56478 -6.21218 -0.02362
H: -0.41013 7.43751 3.15595
C: -2.28575 7.36864 2.12787
H: -5.85665 -0.09338 -2.19057
C: 1.69535 -5.45037 2.05496
H: -3.97445 4.32574 -2.20894
C: -0.43481 -0.79693 -0.25353
O: 3.45640 7.08598 5.01304
C: 5.93356 5.04318 1.31261
O: 3.42856 -7.01654 -1.99612
C: 5.40052 6.12198 3.39371
O: 1.88559 6.40529 3.71135
C: -3.13912 -0.41712 -1.76843
C: 0.43807 -3.81168 -4.18170
H: -3.52796 4.64763 0.51486
H: -1.25589 -5.12019 -4.21525
O: -4.65309 8.29308 1.18883
O: 3.57829 -8.27324 -0.25420
C: 0.61271 -6.17464 -4.39558
C: 1.81264 -3.66477 -4.23763
C: -1.54153 -1.09798 0.73123
H: 2.61516 -6.93767 -4.48533
N: -4.41361 7.13433 0.91502
H: 2.28516 -4.94837 -1.73005
H: -4.04372 -3.58990 2.69771

Values from the calculation:
DFT total energy in eV: -67494.7248
F_max in eV/A: 0.74
Energy relative to the best compared isomer or geometry (same formula, charge and spin) in eV: 0.000
LUMO energy in eV: -0.937
Kohn-Sham gap in eV: 8.3524

=====

# 4
Here is 2 unconnected molecules or ions with the total composition C3H11NO2 in a non-equilibrium geometry from the OMol25 dataset. Energies are from wB97M-V/def2-TZVPD.

CARTESIAN COORDINATES (ANGSTROEM)
C: 1.92384 0.03040 -0.31963
H: 2.00097 -1.03080 -0.56158
H: 1.03659 1.21680 1.26167
H: 1.55456 0.58800 -1.18008
H: -0.54650 -0.59968 -0.51086
H: 3.80346 -0.21450 0.45193
H: 1.01519 -0.59496 1.52172
H: -4.35742 -0.18001 -1.58438
H: -1.05652 -0.26539 2.07418
H: -0.78101 1.04509 -0.29268
H: 3.35640 1.33450 0.48984
N: 3.27536 0.48424 -0.04899
H: -5.07592 -1.51593 -1.59136
O: -5.05333 -0.66426 -2.05596
C: -0.49643 0.17914 0.27110
C: 0.90582 0.23762 0.82467
O: -1.50506 -0.05025 1.25040

Values from the calculation:
DFT total energy in eV: -8873.8662
F_max in eV/A: 1.34
Energy relative to the best compared isomer or geometry (same formula, charge and spin) in eV: 0.623
LUMO energy in eV: 0.768
Kohn-Sham gap in eV: 10.1539

=====

Question: The highest DFT total energy belongs to which entry?
Answer: C3H11NO2